(1)
Density functional theory data (ωB97M-V/def2-TZVPD) for 2 unconnected molecules or ions with the total composition C5H12O.

Properties
Gap between HOMO and LUMO = 0.40796 hartree
Energy relative to the best compared isomer or geometry (same formula, charge and spin) = 28.2 kcal per mole
LUMO = 0.0394 hartree
Energy = -7426.087 eV

Last column: natural (NBO) charge in e.
Cartesian coordinates (Å):
C 1.65 1.89 4.44  -0.617
C 1.44 0.42 4.91  -0.395
C 0.01 -0.04 4.73  -0.612
H 2.67 2.16 4.18  0.206
H 1.45 2.49 5.32  0.211
H 1.08 1.98 3.52  0.205
H 1.83 0.32 5.92  0.193
H 2.10 -0.28 4.37  0.191
H -0.16 -0.88 5.40  0.213
H -0.72 0.77 4.89  0.203
H -0.21 -0.29 3.69  0.203
O -2.02 -1.01 -5.89  -0.509
C -0.91 -1.12 -5.46  0.441
C -0.53 -0.40 -4.16  -0.735
H -0.18 -1.87 -5.81  0.107
H 0.14 0.46 -4.15  0.238
H -0.12 -1.12 -3.44  0.224
H -1.47 -0.01 -3.77  0.233


(2)
Density functional theory data (ωB97M-V/def2-TZVPD) for a single C5H12O molecule.

Properties
Gap between HOMO and LUMO = 0.27478 hartree
Energy relative to the best compared isomer or geometry (same formula, charge and spin) = 102.3 kcal per mole
LUMO = 0.0246 hartree
Energy = -7422.877 eV

Last column: natural (NBO) charge in e.
Cartesian coordinates (Å):
C -2.61 -0.19 0.21  -0.620
C -1.42 0.32 -0.61  -0.503
C -0.21 0.86 0.11  -0.320
O 0.47 -0.50 0.76  -0.552
C 1.57 -0.64 -0.21  -0.051
C 2.63 0.42 0.05  -0.640
H -3.46 -0.47 -0.42  0.206
H -2.35 -1.08 0.82  0.173
H -2.93 0.59 0.91  0.207
H -1.13 -0.44 -1.36  0.182
H -1.75 1.18 -1.21  0.230
H -0.50 1.35 1.04  0.133
H -0.14 -1.27 0.76  0.501
H 1.96 -1.64 -0.04  0.169
H 1.17 -0.54 -1.22  0.207
H 3.60 0.06 -0.31  0.209
H 2.37 1.37 -0.42  0.249
H 2.72 0.60 1.13  0.220


(3)
Density functional theory data (ωB97M-V/def2-TZVPD) for a single C5H12O molecule.

Properties
Gap between HOMO and LUMO = 0.39868 hartree
Energy relative to the best compared isomer or geometry (same formula, charge and spin) = 21.0 kcal per mole
LUMO = 0.0426 hartree
Energy = -7426.401 eV

Last column: natural (NBO) charge in e.
Cartesian coordinates (Å):
C -1.04 -2.14 0.95  -0.604
C -0.48 -0.84 1.51  -0.417
C 0.43 -0.22 0.47  -0.062
O 0.54 1.17 0.62  -0.528
C 1.01 1.75 -0.58  -0.065
C 0.11 1.49 -1.82  -0.649
H -1.70 -2.65 1.66  0.213
H -0.23 -2.83 0.68  0.201
H -1.61 -1.94 0.04  0.200
H 0.05 -1.00 2.46  0.202
H -1.29 -0.12 1.71  0.211
H 1.43 -0.69 0.45  0.158
H -0.01 -0.42 -0.51  0.157
H 2.04 1.39 -0.78  0.156
H 1.08 2.82 -0.37  0.193
H 0.72 1.51 -2.73  0.214
H -0.69 2.22 -1.90  0.212
H -0.38 0.51 -1.86  0.208


> Look up the gap between HOMO and LUMO of the first one.

0.40796 hartree


> Number 3 is which compound?

C5H12O